1.
Here is a molecular structure, C28H44AsBLaN6O2PS4 from the Open Molecules 2025 dataset. Energies are from ωB97M-V/def2-TZVPD.

CARTESIAN COORDINATES (ANGSTROEM)
La (-0.067, 0.464, 0.241)
S (-2.106, -1.424, 0.869)
As (-2.182, -1.028, -1.317)
S (-2.416, 1.128, -1.364)
S (-0.079, -1.223, -2.063)
S (-3.408, -2.395, -2.310)
C (6.918, 0.525, -0.870)
C (5.449, 0.376, -0.582)
C (4.970, 0.182, 0.707)
C (3.609, 0.051, 0.915)
N (2.709, 0.091, -0.068)
C (3.164, 0.286, -1.312)
C (4.509, 0.425, -1.604)
H (7.496, 0.670, 0.042)
H (7.101, 1.375, -1.529)
H (7.304, -0.363, -1.374)
H (5.647, 0.146, 1.551)
H (3.222, -0.099, 1.917)
H (2.416, 0.326, -2.097)
H (4.814, 0.586, -2.632)
C (4.348, 7.352, -2.299)
C (3.581, 7.924, -1.109)
C (4.600, 8.450, -0.091)
C (2.725, 9.095, -1.608)
C (2.679, 6.873, -0.448)
C (1.921, 7.226, 0.675)
C (1.071, 6.326, 1.320)
C (1.006, 5.052, 0.805)
O (0.264, 3.975, 1.240)
B (0.552, 2.886, 0.354)
O (1.500, 3.372, -0.598)
C (1.741, 4.693, -0.291)
C (2.581, 5.568, -0.943)
H (4.981, 8.133, -2.728)
H (3.681, 6.997, -3.087)
H (4.999, 6.523, -2.009)
H (5.259, 9.183, -0.564)
H (5.217, 7.639, 0.302)
H (4.113, 8.937, 0.757)
H (3.357, 9.851, -2.084)
H (2.185, 9.576, -0.791)
H (1.986, 8.757, -2.339)
H (1.987, 8.237, 1.059)
H (0.487, 6.619, 2.183)
H (3.136, 5.237, -1.810)
C (0.642, -6.084, 1.007)
N (-0.060, -5.446, -0.192)
C (0.816, -5.614, -1.436)
N (2.119, -5.092, -1.207)
C (2.724, -5.726, -0.039)
N (1.945, -5.540, 1.187)
C (1.908, -4.102, 1.574)
P (1.132, -2.958, 0.324)
C (-0.381, -3.985, 0.077)
C (2.107, -3.617, -1.108)
H (0.685, -7.152, 0.794)
H (-0.003, -5.897, 1.863)
H (-0.943, -5.931, -0.355)
H (0.302, -5.091, -2.240)
H (0.849, -6.686, -1.631)
H (3.717, -5.307, 0.110)
H (2.820, -6.797, -0.232)
H (2.941, -3.790, 1.747)
H (1.382, -4.003, 2.525)
H (-0.942, -3.619, -0.783)
H (-1.039, -3.938, 0.939)
H (3.141, -3.274, -1.016)
H (1.695, -3.193, -2.020)
C (-1.276, 0.957, 3.398)
C (-1.459, 1.152, 4.927)
N (-0.429, 0.411, 5.664)
C (-0.459, -0.990, 5.235)
C (-0.080, -1.109, 3.735)
N (-0.007, 0.235, 3.135)
C (1.086, 0.979, 3.791)
C (0.881, 0.976, 5.329)
H (-1.208, 1.924, 2.890)
H (-2.083, 0.392, 2.936)
H (-2.445, 0.808, 5.242)
H (-1.375, 2.203, 5.206)
H (-1.464, -1.377, 5.412)
H (0.226, -1.564, 5.861)
H (-0.798, -1.703, 3.169)
H (0.907, -1.566, 3.612)
H (1.088, 1.993, 3.384)
H (2.036, 0.515, 3.519)
H (0.947, 1.988, 5.728)
H (1.649, 0.381, 5.826)

- LUMO level: -0.370 eV
- Energy above the lowest of the compared OMol25 structures with the same formula, charge and spin: 0.0 kcal/mol
- E: -157793.6969 eV
- Molar mass: 880.58 g mol⁻¹

=====

2.
Here is a molecular structure, C18H28F6KNO7S2 from the Open Molecules 2025 dataset. Energies are from ωB97M-V/def2-TZVPD.

CARTESIAN COORDINATES (ANGSTROEM)
K (0.188, -0.254, -0.197)
C (2.384, -2.819, 0.389)
O (1.737, -1.896, 1.257)
C (2.636, -0.950, 1.807)
C (1.887, -0.102, 2.808)
O (0.914, 0.727, 2.180)
C (1.243, 2.110, 2.089)
C (1.477, 2.542, 0.662)
O (0.266, 2.415, -0.061)
C (0.335, 3.025, -1.343)
H (3.151, -3.380, 0.933)
H (2.845, -2.305, -0.459)
H (1.627, -3.507, 0.021)
H (3.065, -0.337, 1.004)
H (3.458, -1.470, 2.317)
H (2.605, 0.500, 3.371)
H (1.365, -0.758, 3.509)
H (2.136, 2.335, 2.677)
H (0.407, 2.679, 2.502)
H (2.263, 1.945, 0.180)
H (1.809, 3.590, 0.657)
H (0.468, 4.107, -1.238)
H (-0.608, 2.825, -1.848)
H (1.160, 2.622, -1.936)
C (-3.712, 1.768, 3.384)
C (-2.354, 1.164, 3.007)
C (-1.766, 0.417, 4.198)
C (-2.493, 0.319, 1.756)
C (-2.749, 0.946, 0.536)
C (-2.959, 0.216, -0.620)
C (-2.942, -1.180, -0.603)
C (-3.232, -1.986, -1.839)
C (-2.651, -1.804, 0.604)
C (-2.425, -1.069, 1.764)
H (-3.615, 2.421, 4.252)
H (-4.421, 0.974, 3.631)
H (-4.134, 2.350, 2.564)
H (-1.678, 1.989, 2.757)
H (-2.450, -0.354, 4.556)
H (-1.593, 1.109, 5.023)
H (-0.816, -0.053, 3.940)
H (-2.787, 2.029, 0.500)
H (-3.163, 0.731, -1.552)
H (-2.310, -2.243, -2.362)
H (-3.855, -1.422, -2.532)
H (-3.750, -2.910, -1.583)
H (-2.618, -2.887, 0.648)
H (-2.211, -1.600, 2.682)
F (4.037, -2.020, -3.040)
C (4.272, -0.722, -3.230)
F (4.686, -0.535, -4.479)
F (5.238, -0.339, -2.391)
S (2.750, 0.264, -2.897)
O (2.430, -0.069, -1.520)
O (3.124, 1.616, -3.171)
N (1.726, -0.280, -3.944)
S (0.566, -1.275, -3.532)
O (0.988, -2.581, -3.126)
O (-0.445, -0.643, -2.713)
C (-0.221, -1.454, -5.189)
F (-1.274, -2.265, -5.057)
F (-0.644, -0.280, -5.645)
F (0.629, -1.986, -6.059)

- LUMO level: 0.095 eV
- Energy above the lowest of the compared OMol25 structures with the same formula, charge and spin: 2.5 kcal/mol
- E: -89244.1781 eV
- Molar mass: 587.64 g mol⁻¹

=====

3.
Here is a single C14H29N2P molecule from the Open Molecules 2025 dataset. Energies are from ωB97M-V/def2-TZVPD.

CARTESIAN COORDINATES (ANGSTROEM)
C (-0.924, -0.830, 3.139)
C (0.524, -1.000, 2.706)
N (0.617, -1.699, 1.418)
C (0.493, -3.174, 1.333)
C (-0.924, -3.627, 0.832)
P (0.490, -0.739, -0.059)
C (0.037, 1.004, 0.221)
C (-0.346, 2.119, 0.360)
C (-0.900, 3.469, 0.605)
C (-2.254, 3.297, 1.347)
C (-1.080, 4.246, -0.754)
C (0.087, 4.242, 1.503)
N (0.739, -1.305, -1.709)
C (1.545, -2.506, -2.008)
C (0.763, -3.475, -2.878)
C (0.574, -0.280, -2.761)
C (1.813, 0.621, -2.887)
H (-1.284, -1.822, 3.362)
H (-1.031, -0.181, 4.003)
H (-1.525, -0.402, 2.315)
H (1.058, -1.633, 3.448)
H (0.976, 0.018, 2.648)
H (0.700, -3.596, 2.314)
H (1.256, -3.622, 0.710)
H (-1.000, -4.723, 0.985)
H (-1.710, -3.107, 1.388)
H (-1.048, -3.412, -0.224)
H (-2.142, 2.675, 2.273)
H (-2.976, 2.796, 0.712)
H (-2.693, 4.291, 1.600)
H (-1.135, 5.317, -0.588)
H (-1.955, 3.850, -1.256)
H (-0.191, 4.067, -1.372)
H (1.081, 4.280, 1.050)
H (-0.309, 5.233, 1.656)
H (0.196, 3.803, 2.484)
H (2.473, -2.205, -2.498)
H (1.795, -2.979, -1.116)
H (-0.220, -3.649, -2.480)
H (1.314, -4.417, -2.886)
H (0.677, -3.114, -3.920)
H (-0.266, 0.340, -2.492)
H (0.348, -0.727, -3.747)
H (2.665, 0.044, -3.202)
H (1.645, 1.459, -3.619)
H (2.047, 1.050, -1.955)

- LUMO level: 0.898 eV
- Energy above the lowest of the compared OMol25 structures with the same formula, charge and spin: 0.2 kcal/mol
- E: -27252.2446 eV
- Molar mass: 256.37 g mol⁻¹